Record 1
# C5H9GdI2O2P2

A structure of composition C5H9GdI2O2P2 (ωB97M-V/def2-TZVPD, the Open Molecules 2025 dataset).

```
21
Properties=species:S:1:pos:R:3:lowdin_spin:R:1
C 2.261 -0.491 0.903 -0.037
P 0.956 -0.503 -0.472 -0.005
C 0.895 1.271 -1.179 -0.077
C -0.567 -0.797 0.517 0.131
C -1.252 0.442 0.999 0.012
C -2.074 1.184 -0.010 0.005
O -2.391 0.724 -1.068 0.008
I -2.566 3.148 0.592 0.005
P -1.642 -1.958 -0.297 0.444
O -1.127 -3.318 0.255 0.142
I -1.508 -2.141 -2.680 0.199
H 2.989 0.290 0.754 -0.058
H 2.754 -1.437 0.916 -0.002
H 1.815 -0.258 1.850 -0.001
H 1.905 1.604 -1.619 -0.080
H 0.201 1.262 -1.996 -0.002
H 0.535 1.989 -0.437 -0.015
H -1.907 0.222 1.827 0.003
H -0.538 1.128 1.415 0.000
H -1.748 -4.058 0.189 0.005
Gd 3.008 1.696 -0.458 6.324
```

Values from the calculation:
highest occupied orbital energy (alpha / beta)	-14.82 / -14.67	eV
charge	+2
multiplicity	8
frontier orbital gap (alpha / beta)	5.73 / 5.76	eV
<S²>	16.779

Record 2
# C3H6N4O

An isolated molecule of C3H6N4O (ωB97M-V/def2-TZVPD, the Open Molecules 2025 dataset).

```
14
Properties=species:S:1:pos:R:3:nbo_charge:R:1
C -2.575 -0.181 0.229 -0.245
C -0.308 -0.182 -0.159 0.417
C 0.211 -1.442 -0.275 -0.214
H -2.381 -1.207 0.491 0.180
H -3.121 0.168 1.052 0.185
H -3.260 -0.105 -0.583 0.187
H -0.298 -2.363 -0.168 0.209
H 1.621 2.148 -0.712 0.381
H 0.728 2.432 0.771 0.370
N 1.501 -1.435 0.065 -0.218
N 1.873 -0.199 0.246 -0.097
N 0.785 0.581 0.105 -0.063
N 0.744 1.912 -0.093 -0.629
O -1.447 0.469 -0.234 -0.464
```

Values from the calculation:
highest occupied orbital energy	-9.05	eV
SMILES	COc1cnnn1N
charge	0
energy above the lowest of the compared OMol25 structures with the same formula, charge and spin	3.989	eV
frontier orbital gap	9.84	eV

| no. | calculated total energy (eV) |
| --- | --- |
| 1 | -65016.2233 |
| 2 | -11212.7878 |